C28H56O15 | the ωB97M-V functional and the def2-TZVPD basis

Properties
- SMILES string = CCOC(=O)OC.CCOC(=O)OC.CCOC(=O)OC.CCOC(=O)OC.C1CCOC1.C1CCOC1.C1CCOC1
- energy above the lowest of the compared OMol25 structures with the same formula, charge and spin (kJ/mol) = 0.0
- HOMO energy (eV) = -9.25
- E_tot (Ha) = -2229.0647
- E_LUMO (eV) = 0.58
- HOMO-LUMO gap (eV) = 9.83

Structure (ORCA input):
```
! RIJCOSX wB97M-V def2-TZVPD def2/J DEFGRID3
* xyz 0 1
C -1.69590 0.09525 -2.78341
C -1.12140 0.93162 -3.88995
O 0.11922 1.62532 -3.59246
C 1.24919 0.95876 -3.74677
O 1.38546 -0.14346 -4.17524
O 2.22311 1.72733 -3.31611
C 3.49826 1.25047 -3.58173
H -1.69448 0.66726 -1.85760
H -1.09747 -0.80064 -2.58131
H -2.68557 -0.22052 -3.10474
H -1.82721 1.73907 -4.08896
H -1.03766 0.35461 -4.81245
H 4.19425 1.83354 -2.98797
H 3.76141 1.40360 -4.63367
H 3.58369 0.18655 -3.36345
C -0.80275 -7.63358 0.07698
C -0.62899 -6.27630 -0.51569
O -1.92149 -5.67082 -0.57416
C -2.02262 -4.44064 -1.12585
O -1.16737 -3.84833 -1.71297
O -3.27733 -3.96924 -0.96488
C -3.55572 -2.71256 -1.63125
H 0.14230 -8.17502 0.11857
H -1.54401 -8.23837 -0.44388
H -1.13520 -7.54595 1.11612
H -0.22062 -6.29268 -1.52646
H 0.02508 -5.69327 0.12242
H -4.50386 -2.34689 -1.25569
H -3.63817 -2.86969 -2.70829
H -2.76263 -1.99096 -1.43100
C 0.47514 2.42518 4.38063
C 1.64847 3.31766 4.22093
O 2.22189 3.18733 2.92353
C 3.23417 2.37742 2.79422
O 3.67478 1.69182 3.64118
O 3.66184 2.44551 1.54386
C 4.80830 1.64765 1.25440
H -0.23979 2.55119 3.55841
H -0.05712 2.67182 5.30232
H 0.74823 1.37304 4.41632
H 2.38194 3.00397 4.96704
H 1.41933 4.36973 4.33451
H 5.28368 2.11475 0.40074
H 4.47865 0.63584 1.03571
H 5.50244 1.65306 2.08981
C 0.78082 -1.70154 -0.20568
C 0.28784 -0.42396 0.44121
O -1.12930 -0.31973 0.39815
C -1.81301 -1.10227 1.18050
O -1.37022 -1.97335 1.86487
O -3.09622 -0.77103 1.07068
C -4.00738 -1.63625 1.75319
H 1.85633 -1.80119 -0.08660
H 0.49983 -1.67727 -1.25921
H 0.27362 -2.55347 0.24008
H 0.66852 0.42478 -0.11801
H 0.63712 -0.32792 1.46493
H -4.00055 -1.41035 2.82226
H -3.72852 -2.68188 1.63609
H -4.98935 -1.44076 1.34206
C 1.22751 5.40463 0.68841
C 0.57082 4.07204 0.30517
C 0.39215 4.29952 -1.22244
O 0.10347 5.68741 -1.37116
C 0.49297 6.41598 -0.17795
H 2.31105 5.37409 0.52451
H 1.17631 5.61201 1.76630
H -0.36855 3.88187 0.82650
H 1.24090 3.23562 0.44646
H -0.40255 3.69741 -1.67242
H 1.33196 4.01652 -1.71459
H -0.44833 6.70294 0.30406
H 1.09683 7.27058 -0.46644
C -3.63278 3.78945 -0.37629
C -4.24128 2.44256 0.03565
C -4.42352 1.66422 -1.30417
O -3.83517 2.45298 -2.31389
C -3.78126 3.81045 -1.89710
H -2.58563 3.89511 -0.10320
H -4.14822 4.59805 0.14784
H -5.20614 2.51305 0.54124
H -3.60646 1.84178 0.68975
H -5.47303 1.40220 -1.52694
H -3.95567 0.67389 -1.27397
H -4.64775 4.39910 -2.23949
H -2.92301 4.25870 -2.40432
C 2.44017 -3.98076 2.18934
C 2.54458 -4.79726 0.91519
C 3.78841 -4.18519 0.28161
O 4.68846 -3.93073 1.36436
C 3.90382 -3.64617 2.52154
H 1.97631 -4.49461 3.03082
H 1.87605 -3.06274 2.02293
H 1.66567 -4.61120 0.30820
H 2.75698 -5.84747 1.10961
H 3.56574 -3.18511 -0.12803
H 4.25772 -4.77837 -0.49666
H 4.03126 -2.61456 2.87725
H 4.28723 -4.25226 3.35607
*
```

Results of the Löwdin charge analysis, in e, for atoms 1 through 8: -0.0684 -0.1837 0.0454 -0.6472 0.1424 0.0083 -0.0631 0.0740

***

C28H56O35S8 | the ωB97M-V functional and the def2-TZVPD basis

Properties
- SMILES string = O=S1(=O)OCCO1.O=S1(=O)OCCO1.O=S1(=O)OCCO1.O=S1(=O)OCCO1.O=S1(=O)OCCO1.O=S1(=O)OCCO1.O=S1(=O)OCCO1.O=S1(=O)OCCO1.C1CCOC1.C1CCOC1.C1CCOC1
- energy above the lowest of the compared OMol25 structures with the same formula, charge and spin (kJ/mol) = 391.7
- HOMO energy (eV) = -8.95
- E_tot (Ha) = -6918.9260
- E_LUMO (eV) = 0.07
- HOMO-LUMO gap (eV) = 9.02

Structure (ORCA input):
```
! RIJCOSX wB97M-V def2-TZVPD def2/J DEFGRID3
* xyz 0 1
C 4.27100 1.62537 3.30789
C 2.75479 1.52473 3.65428
C 2.63299 2.44054 4.83273
O 3.77626 1.94283 5.52186
C 4.84618 1.61451 4.68417
H 4.54891 2.46818 2.67501
H 4.50657 0.70685 2.77036
H 2.30979 0.53081 3.70110
H 2.22583 1.94812 2.80043
H 1.70853 2.25799 5.38058
H 2.72507 3.49615 4.57715
H 5.21913 0.61033 4.88573
H 5.53259 2.45731 4.76566
C 0.16284 -0.73028 -0.19241
C 0.95537 -0.59327 -1.41900
C 1.44929 0.83862 -1.41710
O 1.23122 1.32092 -0.11101
C 0.92715 0.24661 0.77027
H 0.22117 -1.77706 0.10583
H -0.89053 -0.61621 -0.44833
H 0.47725 -0.88830 -2.35306
H 1.84885 -1.21755 -1.41093
H 1.06203 1.60451 -2.08908
H 2.49787 0.75141 -1.70164
H 0.18897 0.45690 1.54419
H 1.86079 -0.14744 1.17171
C -3.55305 -2.68937 -2.68657
C -3.66761 -3.58317 -3.90474
C -3.96519 -2.62576 -5.01583
O -3.29737 -1.45312 -4.67507
C -3.34627 -1.25658 -3.31555
H -2.68495 -3.06667 -2.14606
H -4.49569 -2.72606 -2.14051
H -4.50688 -4.27736 -3.86204
H -2.74152 -4.10844 -4.13831
H -5.04726 -2.53229 -5.10800
H -3.62580 -2.93596 -6.00411
H -4.10362 -0.52682 -3.02921
H -2.39864 -0.75993 -3.10711
C 3.70748 -5.41818 -2.01029
C 3.69706 -3.91824 -1.44296
O 3.41268 -3.28352 -2.67620
S 2.09160 -4.00517 -3.47397
O 2.11453 -3.65502 -4.89372
O 0.86637 -3.90807 -2.64261
O 2.87356 -5.42241 -3.16828
H 3.31737 -6.15180 -1.30479
H 4.73009 -5.56525 -2.35776
H 4.66071 -3.64383 -1.01379
H 2.90589 -3.67413 -0.73404
C -0.87484 -4.77084 0.18138
C -1.37142 -5.72444 1.32017
O -0.20168 -5.97307 2.02409
S 1.20340 -5.57464 1.31122
O 2.06021 -6.74272 1.25071
O 1.68422 -4.33647 1.87436
O 0.35241 -5.34431 -0.02797
H -0.78668 -3.71344 0.43086
H -1.26764 -4.85963 -0.83150
H -1.88409 -6.62692 0.98730
H -1.96111 -5.30141 2.13344
C 4.60636 4.39324 -3.05478
C 4.88161 2.97560 -2.45084
O 5.02439 3.08812 -1.07000
S 4.60969 4.64096 -0.53879
O 5.77221 5.47625 -0.30420
O 3.62748 4.67476 0.52525
O 3.98689 5.05424 -1.97139
H 3.90641 4.42256 -3.88984
H 5.59116 4.75351 -3.35225
H 5.80408 2.48573 -2.76255
H 4.05066 2.31801 -2.70618
C -0.62173 0.30097 -5.13608
C 0.18964 0.64389 -6.37338
O 0.36223 1.99362 -6.45960
S 0.38156 2.62921 -4.95903
O -0.73421 3.59164 -4.76107
O 1.73967 3.00570 -4.53530
O -0.13218 1.25998 -4.24317
H -0.25893 -0.68667 -4.85138
H -1.67400 0.32278 -5.41954
H -0.33951 0.33064 -7.27337
H 1.09436 0.04388 -6.47111
C -1.59764 5.96203 3.81099
C -0.98033 5.39468 5.08668
O -0.20214 4.35828 4.56467
S -0.92363 3.54112 3.35827
O -1.86678 2.46681 3.80076
O 0.13588 3.23437 2.36096
O -1.81086 4.83010 2.93212
H -0.94115 6.73242 3.40650
H -2.59069 6.36844 4.00276
H -1.74843 5.02100 5.76380
H -0.25625 6.00538 5.62599
C 0.82175 4.58126 -1.08490
C -0.63101 4.13818 -0.86401
O -1.17377 4.91019 0.20272
S -0.56462 6.46656 -0.03256
O -0.22069 7.12972 1.23880
O -1.54870 7.11954 -0.96262
O 0.87623 5.98077 -0.86802
H 1.07273 4.36858 -2.12407
H 1.38525 4.00277 -0.35284
H -0.71095 3.10543 -0.52470
H -1.16428 4.22706 -1.81049
C -3.09714 -3.21605 4.81127
C -2.50161 -2.35277 5.88748
O -2.39320 -1.04431 5.24225
S -1.62738 -1.31116 3.84007
O -0.18762 -1.68081 3.95205
O -2.04020 -0.21771 2.99236
O -2.62141 -2.65744 3.54326
H -4.18166 -3.10730 4.80137
H -2.75162 -4.23473 4.98737
H -1.47642 -2.64923 6.10933
H -3.00860 -2.25473 6.84741
C -5.70496 -1.42144 0.56999
C -4.17806 -1.52539 0.91428
O -3.73456 -2.81910 0.63804
S -4.91877 -3.90533 1.08187
O -4.83633 -4.30103 2.51745
O -5.17043 -4.98216 0.08599
O -6.12468 -2.73499 0.98747
H -5.80361 -1.28634 -0.50709
H -6.22057 -0.61546 1.09213
H -4.10828 -1.18768 1.94829
H -3.48718 -0.87626 0.37630
*
```

Results of the Löwdin charge analysis, in e, for atoms 1 through 8: -0.1513 -0.1764 -0.1855 -0.1493 -0.2293 0.1079 0.1043 0.1151

***

C28H57FN3O21 | the ωB97M-V functional and the def2-TZVPD basis

Properties
- energy above the lowest of the compared OMol25 structures with the same formula, charge and spin (kJ/mol) = 0.0
- HOMO energy (eV) = -11.58
- E_tot (Ha) = -2945.0619
- E_LUMO (eV) = -3.76
- HOMO-LUMO gap (eV) = 7.82

Structure (ORCA input):
```
! RIJCOSX wB97M-V def2-TZVPD def2/J DEFGRID3
* xyz 1 1
N 6.16401 1.54532 -0.09842
C 4.90270 1.43150 0.20864
N 4.09033 2.54393 -0.03016
C 3.05055 2.04541 -1.00192
C 2.23082 0.98087 -0.28474
C 3.09976 -0.15334 0.27090
N 4.47197 0.24021 0.71567
C 4.76014 0.10743 2.18444
C 5.67894 -1.08944 2.52873
C 5.93506 -2.05288 1.39770
F 4.77159 -2.76024 1.13328
H 6.57938 2.43385 -0.34028
H 6.74898 0.72506 -0.03057
H 3.55963 2.67307 0.83598
H 2.41651 2.86607 -1.32117
H 3.58458 1.65019 -1.86616
H 1.66814 1.45453 0.52168
H 1.51326 0.55915 -0.98821
H 3.22028 -0.91271 -0.50094
H 2.57020 -0.62766 1.09238
H 3.82547 0.06872 2.73610
H 5.26881 1.02297 2.49036
H 5.18498 -1.66783 3.31066
H 6.62222 -0.74343 2.94989
H 6.29577 -1.58639 0.48090
H 6.69249 -2.77054 1.71527
C 4.48864 -3.00901 8.79139
O 3.60724 -2.52170 7.77235
C 3.41349 -3.36972 6.76700
O 3.90918 -4.45742 6.64870
O 2.57241 -2.79982 5.89777
C 2.26984 -3.61440 4.76488
H 4.55167 -2.22310 9.53745
H 4.08680 -3.91231 9.24465
H 5.47698 -3.20625 8.38133
H 1.78361 -4.54076 5.06265
H 3.17289 -3.83675 4.19735
H 1.58674 -3.04102 4.14363
C 9.22502 1.78424 1.94395
O 10.35287 0.93960 2.10671
C 11.12545 0.87239 1.01137
O 10.89050 1.43137 -0.02844
O 12.15471 0.08825 1.27576
C 13.07602 -0.07832 0.18780
H 8.66899 1.75143 2.87799
H 9.52723 2.81065 1.74298
H 8.59582 1.41737 1.13227
H 13.50791 0.87864 -0.09539
H 12.57955 -0.53352 -0.66626
H 13.85578 -0.73834 0.55288
C 0.75259 -3.49755 -1.39185
O -0.27041 -2.51407 -1.22450
C -1.08334 -2.38564 -2.28005
O -1.00614 -3.01411 -3.30027
O -1.97722 -1.44362 -1.99896
C -2.91798 -1.19092 -3.05067
H 1.33317 -3.49557 -0.47275
H 0.33220 -4.48822 -1.54916
H 1.39988 -3.23766 -2.22841
H -3.49660 -2.08431 -3.27152
H -2.41082 -0.84163 -3.94772
H -3.58712 -0.41576 -2.69062
C 2.50023 5.03169 6.10528
O 2.54116 4.53719 4.75814
C 3.36896 5.19752 3.95917
O 4.06530 6.12721 4.25436
O 3.30327 4.63707 2.73953
C 4.14983 5.25134 1.76523
H 1.79098 4.40439 6.63540
H 3.48025 4.95318 6.57050
H 2.16033 6.06443 6.12143
H 5.19684 5.17409 2.05829
H 3.88876 6.29518 1.60624
H 3.98824 4.69770 0.84823
C -4.68539 -4.68845 -2.08274
O -6.03906 -5.10911 -1.91982
C -6.91914 -4.11246 -1.98492
O -6.64808 -2.94983 -2.15871
O -8.13712 -4.60977 -1.82372
C -9.18633 -3.63518 -1.87175
H -4.06798 -5.57880 -2.01220
H -4.54502 -4.22978 -3.05995
H -4.40443 -3.98940 -1.29576
H -9.20369 -3.14097 -2.84142
H -9.06579 -2.89949 -1.07849
H -10.11235 -4.18194 -1.72552
C -11.70991 1.98290 -0.56783
O -10.60530 1.08479 -0.42390
C -9.80321 1.02732 -1.48355
O -9.93813 1.64940 -2.50645
O -8.82505 0.16438 -1.22553
C -7.88777 -0.00166 -2.29695
H -12.26879 1.92620 0.36109
H -11.35883 3.00114 -0.72225
H -12.34672 1.67867 -1.39614
H -7.39775 0.94369 -2.52682
H -8.38700 -0.38804 -3.18394
H -7.15501 -0.72415 -1.96120
C -10.52212 1.88344 -5.30527
O -10.52260 1.42624 -6.66812
C -9.68295 2.07361 -7.46630
O -8.94887 2.97314 -7.14801
O -9.78733 1.55418 -8.69175
C -8.93433 2.16371 -9.66144
H -11.23963 1.26947 -4.77393
H -9.54254 1.75939 -4.86237
H -10.82701 2.92703 -5.25687
H -7.88872 2.04493 -9.38327
H -9.17078 3.22021 -9.77205
H -9.12350 1.64791 -10.59821
*
```

Results of the Löwdin charge analysis, in e, for atoms 1 through 8: 0.3069 -0.3543 0.0665 -0.1342 -0.1412 -0.1124 -0.0366 -0.0972

***

C28H57N2O5S | the ωB97M-V functional and the def2-TZVPD basis

Properties
- expectation value of S² = 2.008
- HOMO energy (alpha / beta) (eV) = -4.60 / -4.60
- E_tot (Ha) = -1984.8964
- E_LUMO (alpha / beta) (eV) = 2.05 / 1.60
- HOMO-LUMO gap (alpha / beta) (eV) = 6.64 / 6.19

Structure (ORCA input):
```
! RIJCOSX wB97M-V def2-TZVPD def2/J DEFGRID3
* xyz -1 3
C 0.52531 -4.08651 1.01758
C 1.03455 -3.00618 0.03663
C 0.01482 -2.58608 -1.02725
C 0.61307 -1.37808 -1.82681
C 1.23640 -1.86824 -3.15642
C 2.64607 -1.32171 -3.50232
C 2.99838 0.04187 -2.88843
C 1.96735 1.14905 -3.17274
C 2.49360 2.28961 -4.06618
C 1.64773 3.56911 -3.79818
S 2.62571 4.88240 -3.05779
O 3.57472 4.22987 -2.16821
O 3.23031 5.61095 -4.16176
O 1.65836 5.67567 -2.35484
H 0.16852 -3.57746 1.91085
H 1.37357 -4.71536 1.29416
H -0.24502 -4.69433 0.54330
H 1.25759 -2.10908 0.62018
H 1.97006 -3.27627 -0.46394
H -0.87196 -2.19395 -0.51874
H -0.23996 -3.41422 -1.68927
H 1.32889 -0.90951 -1.15900
H -0.22344 -0.72448 -2.07411
H 0.56021 -1.69817 -3.99533
H 1.33296 -2.95766 -3.08898
H 3.44048 -2.04057 -3.28202
H 2.68179 -1.19639 -4.59223
H 3.95401 0.35196 -3.32011
H 3.17675 -0.10826 -1.82141
H 1.02269 0.74103 -3.54172
H 1.73239 1.60924 -2.20919
H 2.39942 2.00583 -5.11675
H 3.52590 2.47823 -3.77656
H 1.26398 3.91094 -4.75942
H 0.82102 3.33272 -3.13224
C 3.56928 -0.46070 5.12907
C 2.10705 -0.72835 4.71699
C 1.18798 0.20470 5.50360
C 1.10235 -0.16921 6.98160
C 0.68943 -1.63104 7.15173
C 1.51009 -2.62670 6.32233
N 1.73526 -2.16291 4.92023
O 0.67048 -2.41890 4.21909
C 2.86442 -2.90398 7.00436
C 0.79083 -3.97489 6.35032
C 2.06326 -0.36880 3.23224
H 3.89452 0.50178 4.73508
H 3.72282 -0.40170 6.20414
H 4.23579 -1.22432 4.72528
H 0.18207 0.18322 5.07208
H 1.54085 1.23307 5.40370
H 2.05345 0.01841 7.48721
H 0.36807 0.47146 7.47508
H 0.74983 -1.90625 8.20730
H -0.36600 -1.71836 6.87381
H 3.47739 -3.56224 6.38661
H 2.70858 -3.40394 7.96128
H 3.44223 -2.01017 7.22513
H -0.24124 -3.89967 6.01189
H 0.76663 -4.35646 7.37132
H 1.30303 -4.70960 5.72697
H 2.71479 -1.02556 2.65288
H 2.40517 0.65518 3.08777
H 1.05892 -0.43022 2.81602
C -4.89814 0.12810 -2.14275
C -3.71514 1.08490 -1.88578
C -4.25923 2.46093 -1.50379
C -4.90749 3.18157 -2.68373
C -3.93962 3.27264 -3.86358
C -3.28256 1.94286 -4.25301
N -2.80993 1.16358 -3.06916
O -1.66784 1.65227 -2.68624
C -4.25687 1.08685 -5.08715
C -2.12889 2.24570 -5.20964
C -2.98362 0.46788 -0.69475
H -5.38842 -0.11686 -1.19999
H -5.67695 0.54758 -2.77510
H -4.55535 -0.80688 -2.58928
H -3.44872 3.08245 -1.11052
H -4.98436 2.35464 -0.69300
H -5.83256 2.68197 -2.98677
H -5.19639 4.18934 -2.37734
H -4.45987 3.68457 -4.73127
H -3.15939 3.99501 -3.60496
H -3.81614 0.11415 -5.31281
H -4.46982 1.57829 -6.03723
H -5.22220 0.92107 -4.61394
H -1.41847 2.95620 -4.78986
H -2.51946 2.68691 -6.12697
H -1.58658 1.33643 -5.47588
H -2.58671 -0.51740 -0.94892
H -3.67291 0.34777 0.14138
H -2.15995 1.08764 -0.34384
*
```

Results of the Löwdin charge analysis, in e, for atoms 1 through 8: -0.0982 -0.2647 -0.2174 -0.1905 -0.1980 -0.2098 -0.2120 -0.2105

***

Question: Which of these has the lowest E_tot?
Answer: C28H56O35S8